No. 1
{
  "formula": "C6H24F3NO14P2S3",
  "method": "ωB97M-V/def2-TZVPD",
  "e_lumo_ev": -2.034,
  "homo_lumo_gap_ev": 7.56,
  "total_energy_ev": -95995.547,
  "smiles": "NC[C@@H]1[C@@]([PH2]=S)(S(=O)(=O)C(F)(F)F)C[C@H](P(=O)(O)O)OS1(=O)=O.O.O.O.O.O.O",
  "charge": 0,
  "e_above_lowest_kcal_mol": 105.5,
  "species": ["N", "C", "C", "C", "P", "S", "S", "O", "O", "C", "F", "F", "F", "C", "C", "P", "O", "O", "O", "O", "S", "O", "O", "H", "H", "H", "H", "H", "H", "H", "H", "H", "H", "H", "H", "O", "H", "H", "O", "H", "H", "O", "H", "H", "O", "H", "H", "O", "H", "H", "O", "H", "H"],
  "coordinates": [[4.2721, 1.1306, 1.5741], [3.3090, 0.7445, 0.4320], [1.8153, 0.6806, 1.1046], [0.8052, -0.4345, 0.3879], [0.6115, 0.0328, -1.4725], [-0.1855, -1.3708, -2.5626], [1.5547, -2.1759, 0.5800], [2.3985, -2.5450, -0.6943], [2.5486, -2.2366, 1.7883], [0.2748, -3.5219, 0.8202], [-0.4386, -3.4875, 2.1201], [1.0163, -4.8382, 0.7936], [-0.7501, -3.6150, -0.2461], [-0.6001, -0.4375, 1.2307], [-1.2252, 1.0426, 1.5528], [-3.1207, 1.1113, 1.3262], [-3.8243, 1.2291, 2.7423], [-3.8009, -0.2496, 0.4733], [-3.5223, 2.5468, 0.3898], [-0.6421, 2.1515, 0.7821], [1.0028, 2.4038, 1.1546], [1.5863, 3.3750, 0.0754], [1.1766, 2.9570, 2.5898], [4.3315, 0.2911, 2.2238], [3.7570, 1.8671, 2.1394], [3.6324, -0.2788, -0.0788], [3.4291, 1.5756, -0.3831], [1.9644, 0.3176, 2.2243], [1.8930, 0.3975, -2.0722], [-0.2450, 1.2166, -1.6230], [-0.3524, -0.9337, 2.2873], [-1.3527, -1.1521, 0.6420], [-0.9981, 1.2763, 2.7003], [-4.7057, -0.4670, 0.8463], [-2.9127, 2.5943, -0.4276], [-3.6647, 3.3593, 5.1241], [-4.5151, 3.4769, 5.5735], [-3.8373, 2.6605, 4.4754], [4.4184, -0.1592, -2.0996], [5.1354, -0.1975, -1.4489], [4.5291, -0.9703, -2.6181], [-0.0263, -6.1505, -1.9796], [0.9237, -6.2277, -1.8050], [-0.3145, -5.4342, -1.3941], [-1.8263, 4.2404, -1.5432], [-0.8763, 4.1632, -1.3687], [-2.1145, 4.9568, -0.9577], [-1.9929, -6.6151, -4.3054], [-1.4319, -6.5266, -3.5203], [-1.3923, -6.4341, -5.0440], [-2.1691, 4.9770, -4.4539], [-1.2129, 4.8499, -4.5456], [-2.3351, 4.8334, -3.5101]],
  "atomic_forces_ev_per_a": [[-1.87, -0.93, 0.21], [0.71, 0.63, 0.50], [0.51, -2.44, -0.02], [-0.97, 2.29, 1.57], [-0.52, -0.80, -2.00], [-0.08, 0.13, 0.48], [9.14, -0.75, -1.33], [-4.24, 1.40, 4.15], [-4.83, 0.59, -3.22], [-3.39, -4.89, 0.76], [2.50, 0.16, -4.44], [-2.43, 4.84, 0.06], [3.52, 0.56, 3.70], [0.03, -1.26, -0.06], [1.09, -0.71, 1.07], [-5.51, 1.60, 2.64], [2.75, -0.49, -4.83], [1.24, 2.35, 1.57], [2.64, -3.66, 0.35], [1.80, -0.96, 0.56], [2.38, 5.19, 1.33], [-2.79, -4.36, 3.39], [-1.10, -2.71, -4.98], [-0.07, 1.33, -1.03], [1.09, -0.97, -0.82], [-1.13, 2.17, 1.44], [-0.66, -1.60, 1.55], [-0.52, 1.11, -2.23], [-0.70, 0.05, 1.32], [1.10, -0.66, 0.96], [-0.63, 1.03, -2.31], [1.40, 1.72, 1.32], [-0.99, -0.47, -2.40], [1.47, 0.65, -0.23], [-1.15, 0.22, 1.39], [-0.42, -0.15, 0.06], [0.36, -0.01, -0.15], [0.09, 0.07, -0.05], [0.34, -0.40, -0.14], [-0.09, 0.10, -0.29], [-0.08, 0.23, 0.09], [0.21, 0.24, 0.31], [-0.33, -0.03, -0.14], [0.05, -0.25, -0.28], [0.11, 0.01, 0.33], [-0.14, 0.03, -0.04], [0.01, -0.17, -0.11], [0.33, 0.09, -0.16], [0.01, -0.02, -0.09], [-0.26, -0.06, 0.30], [0.31, -0.04, 0.13], [-0.39, 0.07, 0.00], [0.13, -0.05, -0.19]],
  "nbo_charge": [-0.82, -0.29, -0.48, -0.49, 0.76, -0.53, 1.86, -0.82, -0.83, 0.77, -0.31, -0.31, -0.31, -0.51, -0.26, 2.19, -1.06, -0.97, -0.93, -0.69, 2.13, -0.85, -0.84, 0.36, 0.36, 0.27, 0.25, 0.31, 0.07, 0.04, 0.27, 0.29, 0.30, 0.54, 0.52, -0.95, 0.46, 0.49, -0.95, 0.48, 0.49, -0.96, 0.48, 0.48, -0.97, 0.49, 0.49, -0.96, 0.49, 0.46, -0.95, 0.46, 0.48]
}

No. 2
{
  "formula": "C6H24NO9",
  "method": "ωB97M-V/def2-TZVPD",
  "e_lumo_ev": 2.959,
  "homo_lumo_gap_ev": 8.32,
  "total_energy_ev": -26524.050,
  "charge": -1,
  "e_above_lowest_kcal_mol": 29.5,
  "species": ["N", "O", "O", "O", "C", "O", "H", "H", "H", "H", "C", "O", "H", "H", "H", "H", "C", "O", "H", "H", "H", "H", "C", "O", "H", "H", "H", "H", "C", "O", "H", "H", "H", "H", "C", "O", "H", "H", "H", "H"],
  "coordinates": [[-28.2504, 9.1416, -6.7393], [-27.9025, 8.6302, -7.7998], [-28.8139, 8.4839, -5.8457], [-27.9662, 10.3486, -6.5446], [-25.5270, 12.9934, -5.8274], [-25.9169, 13.5397, -7.1097], [-25.8709, 11.9878, -5.5923], [-24.4370, 12.9207, -5.7683], [-25.7576, 13.6272, -4.9683], [-25.2029, 14.0762, -7.4581], [-29.1878, 11.3954, -3.8142], [-28.9381, 12.3490, -2.7658], [-29.6556, 10.4843, -3.4416], [-29.7229, 11.7761, -4.6848], [-28.2323, 11.0908, -4.2403], [-29.6341, 12.9700, -2.5475], [-24.3664, 9.9344, -7.4260], [-24.6245, 10.9664, -8.3443], [-25.2804, 9.5648, -6.9622], [-24.0052, 9.0503, -7.9615], [-23.6317, 10.2054, -6.6646], [-23.7799, 11.2931, -8.6620], [-30.3151, 6.2211, -8.3341], [-30.7474, 7.1791, -7.3897], [-30.4340, 5.2495, -7.8452], [-30.9977, 6.1565, -9.1840], [-29.3210, 6.4282, -8.7309], [-30.0623, 7.3939, -6.7399], [-26.6857, 7.0527, -3.5971], [-26.8768, 6.6709, -4.9207], [-27.4284, 7.7769, -3.2526], [-26.8083, 6.2440, -2.8684], [-25.6876, 7.4633, -3.4273], [-27.6487, 7.1659, -5.2318], [-32.2272, 9.5029, -4.7071], [-32.6795, 8.2869, -5.3146], [-32.5869, 10.4202, -5.1688], [-32.3991, 9.4757, -3.6284], [-31.1401, 9.5233, -4.8180], [-32.3190, 7.6360, -4.7070]],
  "atomic_forces_ev_per_a": [[1.68, 2.07, -1.01], [-0.31, -0.89, -0.24], [-0.81, -0.88, 1.06], [-0.49, -0.46, 0.45], [1.24, 0.50, -0.11], [-0.43, -0.54, 1.13], [-0.63, 0.08, -0.78], [0.18, -0.11, -0.24], [-0.59, 0.29, -0.22], [0.11, -0.12, 0.20], [0.32, 0.12, -0.07], [0.65, -0.20, 0.03], [-0.23, 0.12, 0.13], [-0.29, 0.24, 0.25], [0.07, 0.13, 0.27], [-0.44, -0.37, -0.53], [0.13, -1.14, -0.20], [-0.16, 0.44, 0.00], [-0.21, 0.63, 0.02], [0.33, -0.08, 0.03], [-0.06, 0.11, 0.13], [-0.01, -0.02, -0.04], [-0.37, -0.16, 0.70], [-0.66, 0.13, -0.61], [0.72, -0.39, -0.25], [-0.21, 0.53, 0.04], [0.16, -0.19, 0.24], [0.39, 0.07, -0.28], [-0.12, 0.23, 1.07], [-0.03, -0.31, -0.03], [0.09, 0.36, -0.26], [0.12, -0.49, -0.26], [0.06, 0.13, -0.13], [-0.09, 0.15, -0.49], [1.33, -0.53, 0.04], [-0.50, 0.76, 0.52], [-0.55, -0.35, -0.11], [-0.42, 0.36, 0.05], [0.09, 0.23, -0.07], [-0.06, -0.44, -0.44]],
  "nbo_charge": [0.72, -0.50, -0.62, -0.54, -0.25, -0.71, 0.21, 0.14, 0.15, 0.45, -0.26, -0.76, 0.16, 0.18, 0.22, 0.46, -0.25, -0.70, 0.22, 0.15, 0.14, 0.45, -0.24, -0.76, 0.14, 0.15, 0.18, 0.50, -0.24, -0.75, 0.17, 0.14, 0.15, 0.50, -0.26, -0.71, 0.18, 0.14, 0.19, 0.46]
}

No. 3
{
  "formula": "C6H24O6",
  "method": "ωB97M-V/def2-TZVPD",
  "e_lumo_ev": 0.361,
  "homo_lumo_gap_ev": 8.24,
  "total_energy_ev": -18885.942,
  "charge": 0,
  "e_above_lowest_kcal_mol": 255.3,
  "species": ["C", "O", "H", "H", "H", "H", "C", "O", "H", "H", "H", "H", "C", "O", "H", "H", "H", "H", "C", "O", "H", "H", "H", "H", "C", "O", "H", "H", "H", "H", "C", "O", "H", "H", "H", "H"],
  "coordinates": [[0.6278, 0.5379, -0.7381], [0.1540, -0.7524, -0.3683], [0.5775, 0.7319, -1.8095], [0.0244, 1.2992, -0.2436], [1.6617, 0.6492, -0.4115], [-0.2073, -1.1604, -1.1587], [0.6250, -3.2528, 0.2754], [-0.0531, -4.4585, 0.4868], [1.4570, -3.2643, -0.4286], [-0.1178, -2.5272, -0.0560], [1.0101, -2.8624, 1.2174], [0.5037, -4.9387, 1.1041], [-1.9230, 0.2191, 1.3254], [-1.4528, -0.8894, 0.5330], [-2.8696, -0.0098, 1.8151], [-1.1709, 0.4597, 2.0768], [-2.1012, 1.0472, 0.6395], [-0.6585, -0.6331, 0.0587], [-0.9660, 2.9736, 0.8099], [-2.4381, 3.0660, 0.8289], [-0.5681, 2.4812, -0.0774], [-0.6044, 3.9848, 0.9968], [-0.6629, 2.5038, 1.7456], [-2.6451, 3.4250, 1.6948], [-0.3129, -2.0625, -3.0902], [-0.7298, -0.9989, -2.3560], [-0.9319, -2.2383, -3.9700], [0.7292, -1.9561, -3.3913], [-0.3647, -2.9619, -2.4765], [-1.4438, -0.5328, -2.7971], [2.2653, 1.7691, 1.1745], [2.5513, 3.0330, 1.6858], [2.5293, 0.9665, 1.8631], [1.1798, 1.6797, 1.1324], [2.8292, 1.4851, 0.2860], [3.4966, 3.1878, 1.6229]],
  "atomic_forces_ev_per_a": [[0.87, -0.19, -0.52], [17.86, 1.78, -6.60], [-0.04, -0.22, -0.02], [0.43, -1.19, -0.30], [-0.78, -0.50, -0.68], [-0.13, 0.05, -0.59], [-0.70, 1.05, 0.22], [0.45, -0.82, 0.04], [0.12, -0.45, -0.31], [0.29, -1.15, 0.41], [0.05, 0.20, 0.10], [-0.26, -0.45, -0.02], [0.00, -1.76, -1.51], [-12.17, -0.84, 7.29], [-0.05, -0.03, 0.17], [0.03, 0.27, 0.33], [-0.15, -0.10, 0.51], [-4.80, 1.93, 3.41], [-1.51, 1.67, 1.80], [1.28, 0.08, -0.60], [-0.87, 1.15, 0.41], [0.40, 0.20, -0.91], [0.21, -0.71, -0.38], [-0.16, 0.02, 0.02], [0.73, -2.54, -1.49], [-2.21, 1.40, -2.35], [0.09, 0.04, -0.06], [0.07, 0.15, -0.19], [-0.06, -0.17, 0.00], [-0.12, 0.04, 0.35], [0.07, -0.71, 1.36], [0.36, 0.72, 0.08], [0.25, -0.15, 0.53], [0.62, 0.35, -0.37], [-0.21, 0.77, -0.27], [0.04, 0.07, 0.12]],
  "nbo_charge": [-0.27, -0.63, 0.18, 0.17, 0.19, 0.50, -0.25, -0.71, 0.13, 0.20, 0.16, 0.46, -0.27, -0.83, 0.17, 0.13, 0.17, 0.41, -0.26, -0.73, 0.18, 0.18, 0.18, 0.46, -0.26, -0.71, 0.19, 0.17, 0.19, 0.51, -0.25, -0.71, 0.16, 0.19, 0.16, 0.47]
}

Question: Number 3 is which compound?
Answer: C6H24O6